Density functional theory data (ωB97M-V/def2-TZVPD) for C3H4FO3Pd as an isolated structure in a non-equilibrium geometry.

Element x y z (Å)
C1 -1.168 -0.423 0.179
C2 -0.975 0.570 -0.709
H1 -1.028 -1.446 -0.174
H2 -1.127 -0.217 1.251
F1 -1.061 1.862 -0.301
H3 -1.153 0.483 -1.785
Pd1 -4.202 -0.034 -0.812
O1 2.279 -1.146 0.501
C3 1.993 0.176 0.243
O2 2.313 1.009 1.104
O3 1.365 0.350 -0.830
H4 2.766 -1.185 1.332

Calculated values
Multiplicity: 3
Strongest force on any atom: 2.1 eV Å⁻¹
ΔE to the lowest compared entry with this formula, charge and spin: 0.22 kcal/mol
E_HOMO (alpha / beta): -3.71 / -4.52 eV
Total charge: -1